No. 1
Below is C66H81BiN3P2Si2 as an isolated structure in a non-equilibrium geometry, with properties calculated with wB97M-V/def2-TZVPD.

Computed properties:
LUMO level: -2.76 eV
energy above the lowest of the compared OMol25 structures with the same formula, charge and spin: 49.4 kJ/mol
strongest force on any atom: 1.2 eV/Å
HOMO-LUMO gap: 7.08 eV

Structure (ORCA input):
```
! RIJCOSX wB97M-V def2-TZVPD def2/J DEFGRID3
* xyz 1 1
Bi 0.9080 -0.0913 -0.5675
P -2.5746 -1.1398 0.9723
P 0.7296 3.1088 -0.0768
Si 3.4964 -0.0847 -1.4049
Si 1.8763 0.4827 1.8512
N -0.1564 -1.4394 2.0298
N 0.3766 -1.5036 -2.8458
N 1.0285 -2.5950 -0.4442
C -0.1866 -0.9519 -3.9173
C -4.0492 -3.1234 -2.2730
C 0.6538 -2.8003 -2.8222
C 2.7482 4.9315 3.0261
C 3.1216 4.9073 -3.0435
C -2.3882 -2.5255 -0.2670
C 3.5976 -1.4660 -3.9399
C 4.7663 -1.2262 -0.6261
C 4.6611 -2.6171 -0.6571
C -1.5878 -1.5829 2.5152
C 1.1242 -1.0145 4.1153
C 1.8613 -4.5608 -1.5047
C 2.7817 4.0550 -1.7995
C -0.4269 0.5265 -3.8639
C -3.1928 -2.0709 -1.5255
C 0.2792 -2.7835 1.8411
C -2.1375 0.7960 3.4966
C 2.7530 2.5811 3.4704
C -2.4071 -4.7973 -1.2588
C 1.1645 -3.2119 0.7442
C 1.7081 3.3967 1.4594
C 3.5815 -0.2549 2.1735
C -6.5205 -2.2179 2.2389
C 3.9577 -0.3989 -6.0627
C 1.8605 -4.4142 0.8649
C -0.4749 -3.6771 2.4801
C 5.6729 -3.4284 -0.1648
C -5.0599 0.1046 0.9776
C 0.8043 5.8686 -3.1989
C 3.7168 -1.5463 -5.3176
C 0.7678 -0.6880 2.8614
C -3.6667 -4.6084 -2.0921
C 4.0015 0.8854 -4.0336
C -1.9675 -1.3422 4.8138
C 3.0801 3.8705 3.8544
C 1.2367 -3.3230 -1.5542
C -2.5488 -4.0140 0.0449
C 6.8200 -2.8572 0.3667
C -2.9085 3.7967 1.8735
C 2.2561 -5.0756 -0.2790
C -1.3475 5.7931 1.9211
C 2.0672 4.6896 1.8442
C 3.7074 -0.2451 -3.2697
C 6.9464 -1.4754 0.4012
C 4.1187 0.8161 -5.4156
C -7.0398 -0.7724 2.2324
C -1.0842 5.3883 0.4707
C -0.5103 -1.7193 -5.0322
C 2.0588 2.3152 2.2845
C -6.5848 -0.0573 0.9667
C 0.3440 -3.6400 -3.8876
C -1.5905 3.1258 1.4923
C -1.6309 -2.9961 3.1383
C -4.3360 -1.1139 1.6109
C 1.3835 4.3697 -1.2729
C 5.9292 -0.6703 -0.0883
C -1.5422 -2.7766 4.6792
C -0.9457 3.8532 0.3100
C 0.9086 -2.1904 4.9808
C -0.1515 -2.9611 5.2269
C -2.6791 5.2186 2.4177
C 0.4538 4.5550 -2.4782
C -5.1910 -2.3745 1.4755
C 2.3019 6.1914 -3.0936
C -0.2443 -3.0766 -5.0083
C -1.9509 -0.6753 3.6682
H -0.2266 5.9326 0.0823
H 2.6159 6.8045 -3.9390
H 0.5093 5.7953 -4.2474
H -1.9355 5.7156 -0.1342
H -1.5254 -4.4383 -1.8048
H -6.3826 -2.5491 3.2706
H 0.2236 6.6852 -2.7643
H 2.8317 2.9968 -2.0639
H -3.8581 -1.2475 -1.2628
H -2.5646 -3.5096 2.9080
H -4.4790 -5.1314 -1.5815
H 0.5936 3.7002 -3.1483
H -2.4780 -1.6403 -2.2312
H -3.9994 -2.8707 -3.3327
H 7.8413 -1.0238 0.8087
H 7.6162 -3.4850 0.7439
H -3.4991 5.8676 2.1044
H 3.5207 4.2165 -1.0110
H -0.5336 5.4344 2.5551
H 1.4415 5.3173 -0.7375
H 4.3850 0.3495 1.7551
H 4.1607 1.8292 -3.5357
H 1.8179 -2.4570 5.5129
H -4.6642 -3.2384 1.8803
H -0.9614 -1.2559 -5.8986
H -2.8933 1.1912 4.1759
H 3.5986 4.0442 4.7881
H 2.8071 -6.0045 -0.2214
H 2.0383 -4.8222 1.8489
H 2.0765 -5.0984 -2.4142
H 0.5317 1.0493 -3.8519
H 4.1865 5.1467 -3.0540
H 5.5686 -4.5053 -0.2004
H -3.5193 -4.2448 0.4834
H -6.6490 -0.2293 3.0983
H 3.4514 -2.3798 -3.3750
H 3.0382 1.7617 4.1192
H 1.8342 5.5298 1.2053
H 4.0441 -0.4581 -7.1397
H -5.0957 -2.9926 -1.9943
H -3.5446 3.8321 0.9842
H -0.3474 -4.7488 2.4428
H 4.3471 1.7089 -5.9834
H -1.3523 6.8815 2.0014
H 2.9215 4.3330 -3.9517
H 2.5014 6.7817 -2.1951
H -4.7007 0.2719 -0.0400
H -0.9172 3.1108 2.3556
H -0.4952 -3.6994 -5.8567
H 1.8659 -0.3444 4.5457
H 6.0441 0.4069 -0.0537
H -0.9641 0.7878 -2.9512
H -1.7762 2.0933 1.2021
H -2.1625 -0.8990 5.7823
H 3.6300 -2.5050 -5.8126
H -0.9994 0.8683 -4.7237
H -1.1980 1.3171 3.6967
H -7.2641 -2.8824 1.7941
H 3.7616 -0.3520 3.2458
H -1.5189 3.5546 -0.5738
H -4.7933 1.0026 1.5419
H 3.7764 -3.0835 -1.0778
H -4.2271 -0.9307 2.6843
H -7.0593 0.9209 0.8767
H -6.8962 -0.6378 0.0931
H -2.6844 5.2094 3.5090
H 0.5219 -4.7033 -3.8511
H -2.2518 -5.8587 -1.0548
H -3.5563 -5.0876 -3.0659
H -1.3266 -2.4074 -0.5279
H 3.6577 -1.2552 1.7420
H -2.2229 -3.4511 5.1998
H -2.4288 1.0280 2.4739
H -0.5991 4.5686 -2.2021
H 3.9626 1.2744 -1.0352
H -5.3795 -2.5796 0.4184
H 3.0252 5.9429 3.2934
H -8.1265 -0.7631 2.3204
H -0.0037 -3.8011 5.8962
H -1.7785 -4.3292 0.7466
H -3.4375 3.1879 2.6087
*
```


No. 2
Below is C66H84AsN7O7P2Sr as an isolated structure in a non-equilibrium geometry, with properties calculated with wB97M-V/def2-TZVPD.

Computed properties:
LUMO level: 3.60 eV
strongest force on any atom: 2.7 eV/Å
HOMO-LUMO gap: 6.09 eV

Structure (ORCA input):
```
! RIJCOSX wB97M-V def2-TZVPD def2/J DEFGRID3
* xyz -2 1
Sr 0.7718 0.6725 0.3772
As 4.0692 -2.5630 6.1499
P 2.9945 -0.7355 1.9519
P -4.3316 0.3120 -3.0145
O 0.3761 -1.0822 -1.0987
O 2.8819 1.0260 -0.2473
O 1.0088 -2.3143 1.6976
O -1.3606 0.1994 0.8466
O -0.3345 -3.6908 0.5466
O 0.4358 2.0838 1.9480
O -2.2104 -1.8329 1.0658
N -1.3336 4.1103 0.9009
N -5.3018 -0.9992 -2.5023
N -5.3212 1.6812 -2.4793
N 0.9415 4.6074 -1.1431
N 0.6894 1.6430 -1.7804
N -2.8655 0.3107 -2.6858
N -4.8582 0.2789 -4.6953
C 4.8535 2.7999 2.7061
C -5.8273 1.4531 -1.1121
C -4.4872 2.8882 -2.5065
C 3.8965 -2.1736 1.2385
C -1.0930 6.0237 -0.6798
C 6.2193 2.5499 2.6597
C 2.7089 -6.1445 4.2911
C 1.1061 -2.2497 -0.7060
C -3.9344 -0.5477 -5.4681
C 2.2900 4.3684 -0.6667
C -0.5405 2.3734 -2.0502
C -1.5276 -0.9153 0.3919
C 6.9456 -2.7964 5.5639
C -5.9459 -0.3355 -6.9712
C 4.2603 -4.5568 1.0276
C -0.9813 1.2024 5.1503
C 4.9042 0.9409 -1.4752
C 4.3876 0.4758 2.2018
C 5.1366 -4.3512 -0.0293
C -1.5411 2.9361 3.0232
C 6.0413 -4.6201 6.8206
C 5.3828 -3.0572 -0.4619
C 3.4691 0.3754 -3.7653
C -0.1673 1.2236 4.0460
C 5.8451 -3.4066 6.1605
C 0.5666 -2.8177 0.6411
C 0.8112 -5.0509 5.2701
C -4.7793 -1.8846 -1.4856
C -6.1574 -3.7350 -2.4347
C 3.4798 0.9132 -1.3727
C 1.6479 -4.0671 5.7754
C 0.4064 5.7923 -0.5177
C 3.9505 1.7752 2.4746
C 5.7589 0.2374 2.1672
C 8.1965 -3.3967 5.5925
C -4.7520 -3.3262 -1.9915
C 6.6678 1.2661 2.3884
C -2.0962 2.0434 5.2270
C -6.6346 -1.3238 -2.9326
C 3.0188 -4.0985 5.5311
C 3.5407 -5.1497 4.7827
C -5.8232 1.1746 -6.7792
C 4.2462 -1.6791 4.3884
C -2.3578 2.8742 4.1584
C -5.3525 4.1413 -2.3153
C 0.7857 4.5016 -2.5826
C 5.5581 0.5818 -2.6314
C -6.5340 3.8361 -1.3837
C 4.8412 0.2250 -3.7789
C -0.3665 3.5593 -3.0061
C -0.3834 2.0907 2.9348
C 1.4127 1.2431 -2.7462
C 3.6396 -3.4831 1.6464
C 7.2871 -5.2262 6.8455
C -1.9842 4.9042 -0.1064
C -1.0327 -1.2726 -0.9931
C 1.3424 -6.0932 4.5257
C 8.3705 -4.6190 6.2246
C -1.9756 3.8213 1.9542
C 2.9216 -1.2651 3.7592
C 4.7699 -1.9848 0.1694
C 2.7772 0.7710 -2.6157
C -5.1767 1.4991 -5.4034
C -6.6854 -2.7525 -3.4832
C -4.5714 -0.9822 -6.8116
C -6.0992 2.7747 -0.3783
H -0.1734 3.2125 -4.0257
H 2.5187 -0.4028 4.2956
H 6.9302 3.3518 2.8216
H 0.6777 0.5491 3.9654
H -2.7465 2.0260 6.0929
H 0.6299 5.4895 -3.0467
H 9.0377 -2.9108 5.1131
H 4.9533 -0.9853 -0.1887
H -6.1643 -4.7566 -2.8275
H -5.8638 2.0726 -4.7821
H 6.6434 0.5789 -2.6521
H -2.9823 4.2586 2.1138
H -3.9314 -0.6780 -7.6452
H 5.6110 -5.1946 -0.5173
H -0.2558 -4.9978 5.4443
H -3.7753 -1.5432 -1.2406
H -5.1959 3.1120 0.1366
H 4.0414 -5.5643 1.3629
H -3.2326 3.5186 4.1895
H 1.0798 1.3667 -3.7871
H -6.8690 2.6139 0.3800
H -7.3765 3.4454 -1.9613
H 9.3430 -5.0955 6.2339
H 0.6037 5.6887 0.5511
H -0.8592 2.7548 -1.0804
H -5.2099 1.5852 -7.5871
H 4.4909 3.8004 2.9113
H 6.8281 -1.8434 5.0610
H -7.7117 -3.0101 -3.7673
H -6.0563 -2.8012 -4.3777
H -2.9910 -0.0102 -5.6505
H -7.3416 -1.2558 -2.0852
H -5.7208 4.5053 -3.2790
H -6.8230 -3.7149 -1.5632
H -3.6784 -1.4113 -4.8534
H -4.7318 4.9293 -1.8776
H -1.5657 -0.5674 -1.6857
H -1.3480 6.1689 -1.7339
H -4.2784 2.1209 -5.5743
H 2.8819 1.9753 2.4647
H -1.3151 4.1043 -3.0391
H -1.3151 6.9628 -0.1629
H 0.9315 6.7063 -0.8730
H -3.7080 2.8336 -1.7334
H 2.1479 -1.9437 -0.6288
H -5.1240 0.8551 -0.5141
H 3.1255 -6.9533 3.7024
H 7.7322 1.0610 2.3467
H 6.0414 -2.8752 -1.3034
H -2.2484 4.2282 -0.9244
H 1.7150 4.1026 -2.9959
H 2.9512 5.2428 -0.8274
H -4.3768 -3.9917 -1.2091
H -6.7620 0.8895 -1.1929
H -2.9287 5.3487 0.2589
H -4.6691 -2.0703 -6.8575
H 0.6910 -6.8540 4.1150
H 4.8661 -0.7956 4.5383
H 6.1336 -0.7570 1.9542
H 1.0056 -3.0262 -1.4703
H 1.2328 -3.2468 6.3512
H 2.7233 3.5060 -1.1664
H 2.1752 -2.0601 3.8008
H -1.3163 1.6974 -2.4341
H -4.0692 -3.3756 -2.8454
H 4.7948 -2.3675 3.7458
H 5.1978 -5.0990 7.3058
H 2.2551 4.1373 0.4002
H -5.3910 -1.8389 -0.5671
H -3.9600 2.9285 -3.4607
H -6.3712 -0.5668 -7.9530
H 5.4587 1.2292 -0.5882
H 4.6014 -5.1818 4.5646
H -1.3123 -2.2877 -1.2761
H 2.9218 -3.6684 2.4334
H -6.8700 4.7463 -0.8787
H -6.8110 1.6369 -6.8566
H -6.6130 -0.7374 -6.2065
H 2.8966 0.2060 -4.6729
H 7.4150 -6.1782 7.3473
H -0.7623 0.5267 5.9706
H 5.3544 -0.1214 -4.6677
H -6.9360 -0.6034 -3.6926
H -1.7847 -2.7120 0.8809
*
```


Question: Which of these has the highest HOMO-LUMO gap?
Answer: C66H81BiN3P2Si2